Formula: C43H41N3O7PReS
Source: the Open Molecules 2025 dataset
Level of theory: ωB97M-V/def2-TZVPD

The geometry in XYZ format:
```
97
Properties=species:S:1:pos:R:3:forces:R:3:lowdin_spin:R:1
C -3.25111 -1.30432 0.65136 -0.009 -0.005 -0.057 0.0021
C -0.91470 -5.41481 0.82592 -0.008 0.004 -0.001 0.0020
H 0.47178 -1.14284 5.80603 0.000 0.002 0.000 0.0000
C -1.14476 -2.38423 3.10595 -0.014 0.007 -0.001 -0.0006
C -1.18750 -3.14122 -0.34766 0.038 0.007 -0.029 0.0104
N -0.65888 2.28949 -2.02506 -0.061 0.019 -0.054 -0.0138
C 1.05309 -1.62770 -4.27441 -0.005 -0.012 0.015 0.0005
H -0.13228 -4.27614 -1.75179 -0.008 -0.009 -0.002 0.0007
O 1.05965 0.25000 -0.43505 0.140 -0.162 -0.286 0.0960
C 3.63562 3.75269 0.62628 -0.008 -0.019 -0.008 -0.0002
H -0.70327 3.23268 -3.86079 0.017 -0.008 -0.004 0.0030
C 0.09660 -3.37914 -1.15800 0.032 -0.002 -0.001 0.0010
C -3.85016 -0.21750 0.00868 0.000 0.018 0.018 -0.0037
Re -0.91514 0.48700 -1.02769 -0.464 0.554 0.595 2.3684
C -2.40622 -0.13969 -5.63273 0.003 -0.009 0.000 0.0306
C -6.00582 -0.84155 0.86282 -0.004 -0.013 0.000 0.0005
H 1.84951 -1.83904 -4.98909 -0.005 0.004 0.000 0.0000
H 5.46107 1.43260 2.27114 -0.002 0.000 0.005 0.0000
C 1.39243 -3.70347 -0.39173 -0.035 -0.041 0.026 0.0000
O 0.24627 -2.29616 -2.07280 -0.034 -0.013 -0.003 0.0278
C -4.05447 -2.14358 1.42378 0.010 0.017 -0.005 -0.0004
H 1.11413 7.37643 0.86801 -0.001 -0.002 0.001 0.0001
H 5.13004 5.16206 2.27789 0.002 0.002 0.000 0.0000
C 0.38670 5.41992 0.42565 -0.015 0.012 -0.011 -0.0019
H 1.09384 0.58330 4.13950 0.001 0.003 -0.001 0.0000
C -2.60795 -1.18005 -4.74055 0.008 -0.003 0.000 0.0094
C -0.04746 3.96917 2.31281 0.017 0.044 -0.009 -0.0018
H -1.61561 1.85460 -5.85039 0.002 -0.001 -0.002 -0.0004
C 1.16945 -2.60963 -3.13384 0.022 -0.015 0.029 0.0015
C 0.79654 6.42376 1.26806 0.010 -0.001 0.011 0.0003
C 5.19487 4.11510 2.56959 -0.001 -0.001 0.002 0.0003
C -5.22052 0.01185 0.11356 0.009 -0.009 0.012 -0.0002
H 3.44493 4.81866 0.61104 0.005 0.014 -0.005 0.0000
O -3.49674 1.70867 -1.32135 0.021 0.002 -0.022 0.0906
C -1.36007 1.09393 -3.87612 0.002 0.011 0.005 0.0239
H 1.05933 -3.09339 1.66468 0.006 0.013 0.004 0.0000
H 2.19942 -3.53592 -1.10379 -0.020 -0.035 -0.005 0.0000
H 2.18716 -2.57692 -2.74717 -0.028 0.028 -0.033 0.0000
N -0.31010 3.38963 -1.31825 -0.058 -0.050 0.098 -0.0017
H -1.98344 -3.05701 -1.10122 0.014 -0.009 -0.012 -0.0001
H 1.11671 6.98079 3.32215 0.001 0.001 0.002 -0.0001
P -1.43417 -1.46912 0.46844 -0.040 0.020 -0.008 0.0245
C -1.76998 1.00993 -5.19403 -0.007 0.023 0.016 0.0087
C -0.68132 -2.28788 4.40649 0.005 0.001 0.008 0.0000
C -0.80656 -1.40641 2.16761 0.038 -0.030 -0.032 0.0008
C -1.58756 -4.30336 0.51146 -0.017 -0.027 -0.005 0.0007
C -2.13108 -1.05598 -3.45093 -0.002 0.009 0.009 0.0442
H -3.63063 -2.96803 1.97433 -0.006 0.012 0.030 -0.0001
H -5.64088 0.87027 -0.39355 0.001 0.001 -0.002 0.0004
H -2.61610 -4.26449 0.85049 0.043 -0.029 -0.036 -0.0001
H 1.19252 -0.60564 -3.92634 0.008 0.035 0.016 0.0001
N -1.51413 0.04905 -3.01832 0.224 -0.097 -0.133 0.0435
H 2.73321 -2.99017 1.13281 -0.001 -0.018 0.013 0.0000
C 2.99079 2.93267 -0.28597 0.025 -0.024 -0.017 0.0015
H -2.74968 -0.21689 -6.65521 0.000 0.001 0.000 0.0014
H 4.30539 -0.04866 0.65659 0.004 0.005 0.000 0.0001
C 0.37796 4.99221 3.16210 0.002 -0.011 -0.001 0.0005
C 4.51922 3.22582 1.56408 -0.005 0.024 -0.005 0.0015
H -0.94168 -3.05398 5.12468 -0.002 0.001 0.001 0.0000
O -0.44519 2.82899 2.90759 -0.002 -0.036 -0.020 0.0012
O 1.89079 1.22866 -2.48204 0.105 -0.101 0.031 0.0079
C 4.75899 1.85238 1.56082 0.006 -0.017 0.012 0.0000
H -3.11053 -2.08951 -5.03555 0.000 0.001 0.002 0.0000
H 0.34414 0.37679 1.81970 -0.011 0.011 -0.015 0.0005
C 0.01709 -0.35053 2.54807 0.027 -0.043 -0.006 0.0000
C -0.03595 4.17473 0.92265 -0.023 -0.014 0.026 -0.0001
O 3.03287 -0.72302 -1.47968 0.032 -0.049 0.016 0.0078
H 1.59276 -1.77454 0.58453 -0.022 0.011 -0.001 -0.0003
C 0.46761 -0.25199 3.85676 0.029 0.017 -0.022 0.0001
H 4.72422 4.01101 3.54938 0.000 -0.001 0.001 0.0001
H 0.38269 5.56916 -0.64475 0.002 -0.002 0.003 -0.0001
C 1.69944 -2.83123 0.82328 0.000 0.035 0.009 -0.0002
H -6.02454 -2.57782 2.12468 0.002 0.001 0.001 0.0001
H -0.72894 2.20060 2.22475 -0.014 0.010 0.007 0.0007
C -0.84460 2.32261 -3.29168 0.001 0.001 0.010 0.0870
H 2.40403 -5.64674 -0.12024 0.006 0.006 0.014 0.0001
H 2.31165 3.34333 -1.02260 0.018 0.001 0.019 -0.0001
H -2.23003 -1.85693 -2.73634 0.009 -0.013 -0.002 0.0039
C 1.44722 -5.15096 0.00251 -0.005 0.011 0.000 0.0014
C -0.39816 3.13053 -0.03085 0.080 0.072 -0.096 -0.0028
H 0.10472 -1.72012 -4.80254 -0.032 0.015 0.009 0.0002
C -3.01831 0.73817 -0.77977 0.034 -0.213 -0.019 0.0169
H 0.95790 -3.62911 -3.47826 -0.002 -0.005 -0.007 0.0005
H 0.36074 4.80647 4.22737 0.000 0.000 0.001 0.0001
H 0.64901 -6.88860 0.79613 0.002 0.000 0.002 0.0000
H -7.07030 -0.66986 0.94852 0.001 0.001 0.004 -0.0001
C 0.11737 -1.21691 4.78652 -0.006 -0.007 0.002 -0.0003
C 3.23249 1.56708 -0.25320 -0.029 0.056 -0.014 0.0027
O -0.78084 1.95293 0.42271 0.066 -0.138 -0.123 0.0839
C 0.44750 -5.85905 0.52547 0.006 0.004 -0.011 0.0001
H 6.24684 3.85334 2.68224 0.000 0.001 0.001 0.0001
H -1.48510 -6.13595 1.40263 -0.001 -0.003 0.002 0.0002
S 2.31142 0.50304 -1.30390 -0.103 0.115 0.026 0.0156
C -5.41742 -1.91581 1.52141 -0.006 0.012 -0.005 0.0018
C 0.79481 6.19846 2.64704 -0.002 0.007 -0.005 -0.0021
H -1.73380 -3.24418 2.82460 -0.017 0.028 0.017 0.0000
C 4.11913 1.01718 0.66191 -0.002 -0.016 0.001 0.0015
```
Forces are in eV/Å.

LUMO (alpha / beta), eV: -3.7 / -4.6
ΔE to the lowest compared entry with this formula, charge and spin, eV: 0.774
Orbital gap (alpha / beta), eV: 7.03 / 6.10
2S+1: 4
Highest occupied orbital energy (alpha / beta), eV: -10.770 / -10.749
Energy, Eh: -3171.751973
Total charge: +1